No. 1
The following is a DFT calculation (ωB97M-V/def2-TZVPD) of a molecular structure, C36H43Cl3N3O4PtSSi at a distorted geometry.

Last column: Löwdin charge in e.
Cartesian coordinates (Å):
Pt (-0.75, 0.24, 0.39)  1.0364
C (1.41, 0.22, 0.59)  -0.3470
Si (2.09, -1.33, -0.20)  0.6442
C (0.98, -2.73, 0.52)  -0.2305
N (-0.42, -2.30, 0.53)  -0.2608
C (-1.00, -2.34, -0.82)  -0.2006
C (-2.06, -3.43, -1.01)  -0.1574
C (-1.57, -4.74, -0.39)  -0.1882
C (-1.32, -4.56, 1.11)  -0.1704
C (-1.20, -3.07, 1.48)  -0.2042
C (3.89, -1.63, 0.31)  -0.2324
C (4.94, -1.36, -0.56)  -0.1028
C (6.26, -1.46, -0.16)  -0.0972
C (6.57, -1.81, 1.15)  -0.1063
C (5.54, -2.06, 2.04)  -0.1030
C (4.22, -1.96, 1.63)  -0.1059
C (2.01, -1.31, -2.09)  -0.2611
C (2.67, -2.27, -2.85)  -0.1215
C (2.64, -2.24, -4.24)  -0.1010
C (1.96, -1.23, -4.89)  -0.0992
C (1.28, -0.28, -4.15)  -0.0764
C (1.30, -0.32, -2.77)  -0.0871
H (1.83, 1.12, 0.15)  -0.0138
H (1.60, 0.24, 1.66)  0.0082
H (1.28, -2.93, 1.56)  0.0804
H (1.10, -3.68, -0.02)  0.0879
H (-0.20, -2.50, -1.54)  0.1089
H (-1.46, -1.37, -1.05)  0.0610
H (-2.25, -3.55, -2.07)  0.1226
H (-2.99, -3.13, -0.54)  0.0872
H (-0.65, -5.05, -0.90)  0.1025
H (-2.31, -5.53, -0.56)  0.1010
H (-0.41, -5.09, 1.40)  0.0967
H (-2.13, -5.00, 1.69)  0.1033
H (-0.75, -2.97, 2.47)  0.1195
H (-2.20, -2.63, 1.51)  0.0915
H (4.72, -1.07, -1.58)  0.0922
H (7.06, -1.26, -0.86)  0.0976
H (7.60, -1.88, 1.47)  0.0939
H (5.77, -2.32, 3.06)  0.0960
H (3.43, -2.14, 2.34)  0.0922
H (3.21, -3.06, -2.35)  0.1015
H (3.15, -3.01, -4.80)  0.0949
H (1.95, -1.19, -5.97)  0.0950
H (0.72, 0.50, -4.65)  0.1033
H (0.76, 0.43, -2.20)  0.0902
Cl (-4.40, 2.95, -2.31)  0.5742
C (-4.20, 1.76, -1.01)  -1.4835
Cl (-5.80, 1.30, -0.43)  0.6143
Cl (-3.31, 2.50, 0.31)  0.6398
C (-3.40, 0.49, -1.66)  -0.8581
O (-4.13, -0.35, -2.16)  -0.0141
O (-2.18, 0.61, -1.60)  -0.1260
C (-2.68, 0.34, 3.35)  -0.0567
N (-4.00, -0.07, 2.89)  -0.1511
C (-5.06, 0.89, 3.15)  -0.0872
C (-4.05, -0.76, 1.69)  -0.5237
O (-3.11, -0.80, 0.90)  -0.0246
N (-5.17, -1.50, 1.50)  -0.1398
C (-6.04, -1.92, 2.57)  -0.0669
C (-5.48, -2.08, 0.21)  -0.0633
H (-2.80, 1.05, 4.16)  0.0870
H (-2.08, 0.80, 2.55)  0.0165
H (-2.15, -0.54, 3.71)  0.0861
H (-4.74, 1.90, 2.87)  0.0714
H (-5.31, 0.89, 4.22)  0.0860
H (-5.94, 0.65, 2.57)  0.0641
H (-5.60, -1.65, 3.53)  0.0851
H (-6.14, -3.02, 2.55)  0.0874
H (-7.04, -1.48, 2.49)  0.0880
H (-4.86, -1.62, -0.57)  0.0542
H (-6.53, -1.88, -0.03)  0.0875
H (-5.31, -3.16, 0.21)  0.0882
C (4.63, 6.00, -2.43)  -0.0530
C (5.05, 7.21, -1.65)  -0.7659
O (5.94, 7.96, -1.97)  -0.0127
S (4.14, 7.58, -0.17)  1.0070
C (2.95, 6.26, 0.05)  -0.5643
C (3.34, 5.06, 0.65)  -0.1195
C (2.43, 4.07, 0.86)  -0.0275
C (1.07, 4.24, 0.50)  -0.2521
C (0.69, 5.46, -0.08)  -0.0265
C (1.61, 6.45, -0.29)  -0.1086
C (0.20, 3.16, 0.72)  -0.1739
C (-0.43, 2.15, 1.03)  -0.2588
H (5.41, 5.74, -3.14)  0.0843
H (3.71, 6.23, -2.97)  0.0940
H (4.44, 5.15, -1.77)  0.0679
H (4.38, 4.93, 0.94)  0.1063
H (2.73, 3.13, 1.31)  0.1122
H (-0.34, 5.60, -0.36)  0.1147
H (1.31, 7.39, -0.73)  0.1001

As for the spin multiplicity: 3. Its charge is -1. The calculation puts the HOMO energy (spin up / spin down) at -3.0808 / -5.1628 eV.

No. 2
The following is a DFT calculation (ωB97M-V/def2-TZVPD) of a molecular structure, C36H43EuN5PS4 at a distorted geometry.

Last column: Löwdin charge in e.
Cartesian coordinates (Å):
Eu (-0.08, 0.15, 0.20)  1.0741
S (-4.48, -0.11, 6.21)  1.0666
C (-3.83, 0.97, 7.37)  -0.4019
C (-2.69, 1.58, 6.93)  -0.1743
C (-2.32, 1.18, 5.64)  -0.1102
C (-3.19, 0.25, 5.09)  -0.4686
C (-3.13, -0.34, 3.77)  -0.1880
C (-1.99, -0.17, 2.97)  -0.1192
N (-1.89, -0.56, 1.70)  -0.0144
C (-2.94, -1.22, 1.15)  -0.1468
C (-4.09, -1.54, 1.91)  -0.1279
C (-5.13, -2.31, 1.30)  -0.0073
C (-5.03, -2.74, 0.02)  -0.0054
C (-3.89, -2.42, -0.78)  -0.1335
C (-3.74, -2.88, -2.09)  0.0355
C (-2.60, -2.56, -2.82)  -0.1932
C (-1.67, -1.70, -2.20)  -0.0712
N (-1.78, -1.25, -0.97)  -0.0158
C (-2.86, -1.62, -0.23)  -0.1693
C (-2.37, -3.09, -4.14)  -0.4677
C (-1.33, -2.87, -5.02)  -0.1049
C (-1.45, -3.60, -6.21)  -0.1726
C (-2.57, -4.39, -6.24)  -0.3997
S (-3.50, -4.25, -4.82)  1.0689
C (-4.18, -1.07, 3.22)  0.0466
H (-4.33, 1.10, 8.31)  0.0685
H (-2.15, 2.30, 7.51)  0.1061
H (-1.46, 1.57, 5.13)  0.0987
H (-1.12, 0.33, 3.38)  0.0511
H (-6.00, -2.55, 1.90)  0.1208
H (-5.80, -3.34, -0.42)  0.1213
H (-4.51, -3.50, -2.52)  0.0977
H (-0.78, -1.39, -2.75)  0.0836
H (-0.52, -2.19, -4.83)  0.1114
H (-0.74, -3.56, -7.01)  0.1081
H (-2.89, -5.05, -7.02)  0.0691
H (-5.07, -1.27, 3.80)  0.1077
S (0.55, 1.24, -2.17)  0.4559
C (2.14, 1.22, -1.48)  -0.8157
C (3.25, 1.63, -2.22)  -0.1113
C (4.48, 1.68, -1.62)  -0.0618
C (4.59, 1.31, -0.27)  -0.0763
C (3.46, 0.88, 0.38)  -0.1707
N (2.24, 0.82, -0.18)  -0.1294
H (3.11, 1.91, -3.26)  0.0991
H (5.35, 2.00, -2.17)  0.1098
H (5.54, 1.36, 0.23)  0.0995
H (3.51, 0.57, 1.43)  0.0968
C (1.54, -1.19, 3.06)  -0.1672
C (0.90, -2.49, 2.59)  -0.4042
P (0.89, -2.53, 0.73)  0.9045
C (-0.10, -4.04, 0.30)  -0.3931
C (-0.16, -5.17, 1.32)  -0.1426
C (2.63, -2.98, 0.28)  -0.4009
C (3.15, -4.35, 0.68)  -0.1456
H (1.33, -1.02, 4.12)  0.0778
H (1.15, -0.32, 2.49)  0.0029
H (2.62, -1.23, 2.94)  0.0658
H (-0.14, -2.54, 2.92)  0.0662
H (1.42, -3.36, 3.00)  0.0781
H (0.30, -4.40, -0.66)  0.0821
H (-1.12, -3.69, 0.11)  0.0481
H (0.82, -5.55, 1.59)  0.0556
H (-0.72, -6.00, 0.88)  0.0755
H (-0.68, -4.86, 2.22)  0.0664
H (3.27, -2.20, 0.70)  0.0611
H (2.69, -2.87, -0.81)  0.0776
H (3.06, -4.53, 1.74)  0.0628
H (4.20, -4.42, 0.42)  0.0745
H (2.63, -5.14, 0.14)  0.0650
C (0.81, 5.96, 2.97)  -0.0433
N (0.91, 4.66, 2.31)  -0.2157
C (2.03, 3.87, 2.77)  -0.1020
C (-0.10, 4.06, 1.66)  -0.6728
S (-0.31, 2.38, 1.95)  0.6465
N (-0.95, 4.72, 0.89)  -0.1864
C (-0.77, 6.09, 0.45)  -0.0352
C (-2.09, 4.07, 0.27)  -0.0803
H (1.10, 5.82, 4.02)  0.0977
H (-0.21, 6.32, 2.96)  0.0877
H (1.48, 6.69, 2.52)  0.0973
H (2.91, 4.52, 2.81)  0.0972
H (2.22, 3.06, 2.06)  0.0486
H (1.84, 3.44, 3.76)  0.0890
H (0.26, 6.41, 0.55)  0.0875
H (-1.41, 6.77, 1.02)  0.1003
H (-1.05, 6.17, -0.60)  0.1002
H (-2.37, 3.18, 0.85)  0.0377
H (-1.85, 3.78, -0.76)  0.0997
H (-2.93, 4.76, 0.27)  0.0962

As for the spin multiplicity: 8. Its charge is +1. The calculation puts the HOMO energy (spin up / spin down) at -8.7628 / -9.6164 eV.